[1]
The following is a DFT calculation (wB97M-V/def2-TZVPD) of a structure of composition CH2Cl2MnS3Sb.

Last column: natural (NBO) charge in e.
Atoms and positions in Å:
Mn 0.077 0.026 -0.406  0.058
Cl 1.485 -1.690 0.252  0.221
C 0.905 -1.519 1.944  -0.359
Cl -0.299 -0.187 1.872  0.215
H 1.732 -1.227 2.583  0.284
H 0.413 -2.436 2.253  0.284
S -2.652 3.611 -2.604  -0.283
Sb -1.202 2.206 -3.267  1.164
S 0.903 1.647 -1.030  0.207
S -1.363 -0.430 -1.598  0.207

As for the spin multiplicity: 1. Its total charge is +2. Its HOMO-LUMO gap (alpha / beta) is 7.2057 / 7.1057 eV. As for the HOMO energy (alpha / beta): -17.78 / -17.75 eV. The maximum force comes out at 0.189 eV/A.

=====

[2]
The following is a DFT calculation (wB97M-V/def2-TZVPD) of a cluster of 2 separate species, C4H13N in total in a non-equilibrium geometry.

Last column: natural (NBO) charge in e.
Atoms and positions in Å:
C 2.570 -0.736 1.886  -0.621
C 1.531 -1.570 1.139  -0.218
N 1.571 -2.998 1.509  -0.807
H 2.261 -0.690 2.927  0.201
H 2.455 0.280 1.608  0.210
H 3.667 -1.028 1.598  0.221
H 1.785 -1.454 0.111  0.179
H 0.459 -1.164 1.234  0.155
H 0.794 -3.457 1.145  0.346
H 1.310 -2.886 2.472  0.334
C -2.969 1.606 -2.212  -0.619
C -1.762 2.241 -1.682  -0.617
H -2.663 1.598 -3.291  0.205
H -3.102 0.568 -1.953  0.214
H -3.859 2.247 -2.120  0.212
H -1.823 2.749 -0.730  0.197
H -1.399 3.084 -2.129  0.206
H -0.826 1.611 -1.511  0.202

As for the spin multiplicity: 1. Its HOMO-LUMO gap is 10.5184 eV. The structure (SMILES) is CCN.CC. As for the HOMO energy: -9.61 eV. The maximum force comes out at 4.706 eV/A.

=====

[3]
The following is a DFT calculation (wB97M-V/def2-TZVPD) of an isolated molecule of C5H13NO.

Last column: natural (NBO) charge in e.
Atoms and positions in Å:
C -2.465 0.077 -0.477  -0.614
C -0.984 0.360 -0.223  0.080
C -0.801 0.832 1.216  -0.640
O -0.309 -0.882 -0.461  -0.410
N 1.135 -0.858 -0.663  -0.154
C 1.743 -1.413 0.537  -0.427
C 1.715 0.412 -1.075  -0.448
H -2.616 -0.272 -1.504  0.218
H -2.830 -0.720 0.182  0.212
H -3.077 0.970 -0.320  0.209
H -0.675 1.132 -0.934  0.169
H -1.476 1.662 1.450  0.211
H 0.220 1.181 1.394  0.203
H -0.984 0.017 1.924  0.216
H 1.290 -2.381 0.780  0.215
H 2.811 -1.594 0.378  0.201
H 1.630 -0.756 1.405  0.164
H 2.776 0.273 -1.312  0.219
H 1.244 0.778 -1.992  0.210
H 1.655 1.185 -0.305  0.166

As for the spin multiplicity: 1. Its HOMO-LUMO gap is 9.3781 eV. The structure (SMILES) is CC(C)ON(C)C. As for the HOMO energy: -8.33 eV. The maximum force comes out at 0.902 eV/A.

=====

[4]
The following is a DFT calculation (wB97M-V/def2-TZVPD) of an isolated molecule of C8H8N2O3 in a non-equilibrium geometry.

Last column: natural (NBO) charge in e.
Atoms and positions in Å:
C 1.201 -1.820 1.057  -0.264
O 1.512 -1.598 -0.312  -0.475
C 0.763 -0.436 -0.677  0.182
C 1.116 0.301 -1.943  -0.341
C 1.378 1.002 -0.594  -0.269
C 2.629 1.275 -0.066  0.267
N 3.573 1.521 0.530  -0.268
C 0.056 1.874 -0.095  0.740
O 0.124 3.035 0.222  -0.542
N -0.939 0.983 -0.037  -0.479
C -2.251 1.392 0.527  -0.431
C -0.626 -0.371 -0.238  0.676
O -1.468 -1.187 -0.151  -0.527
H 0.209 -2.050 1.263  0.187
H 1.455 -0.818 1.745  0.163
H 1.880 -2.664 1.371  0.213
H 0.350 0.668 -2.566  0.226
H 1.802 -0.097 -2.528  0.240
H -2.745 2.024 -0.162  0.216
H -2.732 0.399 0.749  0.252
H -1.794 2.064 1.362  0.233

As for the spin multiplicity: 1. Its HOMO-LUMO gap is 10.4886 eV. The structure (SMILES) is CO[C@]12C[C@@]1(C#N)C(=O)N(C)C2=O. As for the HOMO energy: -10.24 eV. The maximum force comes out at 4.735 eV/A.

=====

[5]
The following is a DFT calculation (wB97M-V/def2-TZVPD) of a structure of composition C23H25CuN9O8S2Se in a non-equilibrium geometry.

Last column: Mulliken spin population.
Atoms and positions in Å:
Cu 11.834 9.638 9.122  0.746
O 6.198 9.572 7.898  0.000
C 6.547 10.781 8.281  0.000
O 5.779 11.706 8.392  0.000
C 7.989 10.909 8.612  0.014
C 8.525 12.151 8.949  0.001
N 9.816 11.973 9.118  0.010
N 10.153 10.682 8.964  0.063
C 9.072 10.007 8.610  0.009
C 9.278 8.501 8.488  -0.009
O 8.341 7.773 8.186  0.000
O 10.470 8.165 8.695  0.036
H 6.906 8.905 7.937  0.001
H 8.049 13.096 9.011  0.001
H 10.520 12.618 9.365  0.002
O 17.179 12.500 7.990  0.002
S 15.842 12.856 7.622  0.000
O 15.577 14.207 7.215  0.000
N 14.806 12.365 8.780  0.012
C 13.914 11.572 8.293  0.002
O 12.844 11.276 8.912  0.061
C 14.168 11.034 6.914  0.001
C 13.514 10.079 6.150  -0.007
C 13.985 9.861 4.879  -0.001
C 15.067 10.570 4.328  -0.001
C 15.745 11.522 5.097  0.001
C 15.245 11.736 6.382  -0.002
H 12.695 9.470 6.587  0.001
H 13.528 9.100 4.235  0.000
H 15.272 10.382 3.281  0.000
H 16.525 12.121 4.681  0.000
N 14.604 9.425 11.072  -0.002
C 14.426 8.559 10.057  0.005
N 15.303 7.595 9.857  0.002
O 13.439 8.597 9.294  0.050
H 15.529 9.391 11.515  0.000
H 14.005 10.231 11.133  -0.002
H 16.103 7.407 10.453  0.001
H 14.995 6.818 9.272  0.000
C 12.244 4.531 12.126  0.000
N 11.208 5.041 11.241  0.000
C 11.238 4.958 9.876  0.000
Se 12.623 4.284 8.953  0.000
N 10.070 5.434 9.435  0.000
C 9.247 5.764 10.507  0.000
C 7.908 6.122 10.572  0.001
C 7.398 6.339 11.844  0.000
C 8.154 6.173 13.002  0.000
C 9.482 5.774 12.926  0.000
C 9.991 5.513 11.670  0.000
H 12.590 3.533 11.832  0.000
H 11.827 4.516 13.115  0.000
H 13.164 5.148 12.007  0.000
H 9.875 5.670 8.473  0.000
H 7.347 6.323 9.665  0.000
H 6.357 6.672 11.896  0.000
H 7.715 6.506 13.933  0.000
H 10.094 5.617 13.818  0.000
C 7.340 9.512 11.603  0.000
N 8.745 9.318 11.588  0.000
C 9.593 10.226 12.088  -0.001
N 9.089 11.357 12.614  0.000
S 11.243 9.920 11.961  0.004
H 6.857 8.792 10.936  0.000
H 7.092 10.480 11.241  0.000
H 6.933 9.362 12.614  0.000
H 9.137 8.421 11.323  0.000
H 8.140 11.386 12.915  0.000
H 9.817 11.976 12.968  0.000

As for the spin multiplicity: 2. Its HOMO-LUMO gap (alpha / beta) is 7.7583 / 6.6080 eV. As for the HOMO energy (alpha / beta): -7.74 / -7.74 eV. The maximum force comes out at 2.191 eV/A.

=====

[6]
The following is a DFT calculation (wB97M-V/def2-TZVPD) of the ion C3H8NO2 with charge +1 in a non-equilibrium geometry.

Last column: natural (NBO) charge in e.
Atoms and positions in Å:
C 0.217 0.523 1.907  -0.308
O -0.650 0.875 0.795  -0.393
C -0.620 0.333 -0.294  0.712
N -1.527 0.671 -1.180  -0.714
C 0.222 -1.026 -0.795  -0.153
O 0.797 -1.331 -2.124  -0.677
H 1.196 0.154 1.578  0.212
H -0.341 -0.186 2.613  0.237
H 0.524 1.215 2.689  0.259
H -1.655 0.026 -1.977  0.438
H -2.001 1.533 -1.227  0.437
H 1.033 -1.243 -0.026  0.216
H -0.646 -1.723 -0.725  0.232
H 1.726 -0.981 -2.225  0.500

As for the spin multiplicity: 1. Its total charge is +1. Its HOMO-LUMO gap is 11.4622 eV. The structure (SMILES) is COC(=[NH2+])CO. As for the HOMO energy: -15.48 eV. The maximum force comes out at 6.423 eV/A.

=====

[7]
The following is a DFT calculation (wB97M-V/def2-TZVPD) of a structure of composition C2HCl2NS2 in a non-equilibrium geometry.

Last column: natural (NBO) charge in e.
Atoms and positions in Å:
C 1.078 0.037 0.193  -0.444
C 0.105 -0.751 -0.308  -0.279
N -0.494 1.718 -0.742  -0.868
S 0.822 1.776 0.124  0.781
S -1.221 0.293 -0.913  1.043
Cl 0.012 -2.442 -0.594  0.117
Cl -2.323 -0.286 1.374  -0.638
H 2.022 -0.345 0.866  0.287

As for the spin multiplicity: 1. Its HOMO-LUMO gap (alpha / beta) is 7.1441 / 7.1404 eV. As for the HOMO energy (alpha / beta): -8.75 / -8.74 eV. The maximum force comes out at 3.845 eV/A.